DFT (ωB97M-V/def2-TZVPD) results for 12 unconnected molecules or ions with the total composition C24H64F6N12O23S6.

Structure (XYZ):
```
135
Properties=species:S:1:pos:R:3:lowdin_charge:R:1
C 16.933 -3.893 -10.185 0.02
C 17.381 -4.929 -11.165 -0.37
O 17.000 -6.047 -11.176 0.15
N 18.292 -4.481 -12.286 0.12
H 17.844 -4.679 -13.185 0.20
H 18.401 -3.459 -12.180 0.11
C 19.594 -5.217 -12.214 0.02
H 17.451 -2.945 -10.317 0.05
H 17.068 -4.277 -9.174 0.07
H 15.885 -3.606 -10.300 0.10
H 19.429 -6.245 -12.519 0.11
H 19.990 -5.146 -11.207 0.10
H 20.307 -4.767 -12.898 0.10
C 7.521 1.669 -10.804 0.03
C 7.302 1.443 -9.353 -0.39
O 8.027 0.926 -8.584 0.19
N 5.860 1.731 -8.901 0.08
H 5.466 2.255 -9.697 0.17
H 5.264 0.895 -8.894 0.20
C 5.712 2.685 -7.738 0.04
H 8.513 1.386 -11.143 0.06
H 7.474 2.754 -10.983 0.12
H 6.743 1.184 -11.397 0.12
H 4.649 2.807 -7.559 0.12
H 6.118 3.647 -8.039 0.11
H 6.278 2.271 -6.912 0.10
C 11.424 -4.010 -12.166 0.03
C 10.116 -4.346 -11.522 -0.41
O 9.782 -4.060 -10.437 0.20
N 9.280 -5.404 -12.226 0.08
H 9.667 -5.658 -13.148 0.18
H 9.511 -6.308 -11.781 0.20
C 7.780 -5.125 -12.302 0.06
H 11.929 -3.344 -11.470 0.07
H 11.192 -3.516 -13.117 0.08
H 12.005 -4.916 -12.354 0.11
H 7.662 -4.055 -12.406 0.11
H 7.336 -5.538 -11.406 0.11
H 7.439 -5.687 -13.165 0.11
C 16.052 -7.767 -9.112 0.03
C 14.714 -7.140 -9.072 -0.40
O 13.870 -7.265 -9.887 0.18
N 14.348 -6.326 -7.849 0.10
H 13.818 -6.883 -7.172 0.20
H 15.187 -5.981 -7.352 0.13
C 13.573 -5.104 -8.247 0.01
H 16.846 -7.087 -9.424 0.08
H 16.008 -8.649 -9.742 0.12
H 16.358 -8.120 -8.119 0.11
H 13.420 -4.498 -7.359 0.10
H 12.619 -5.457 -8.620 0.10
H 14.145 -4.532 -8.967 0.09
C 12.936 5.060 -7.211 0.04
C 13.493 4.020 -8.109 -0.40
O 14.620 3.830 -8.378 0.22
N 12.466 3.021 -8.667 0.07
H 13.055 2.280 -9.114 0.10
H 11.981 2.571 -7.889 0.18
C 11.599 3.643 -9.734 0.04
H 12.252 5.731 -7.747 0.11
H 13.696 5.700 -6.775 0.12
H 12.318 4.664 -6.399 0.11
H 10.937 2.864 -10.101 0.09
H 12.242 4.077 -10.492 0.12
H 11.026 4.426 -9.245 0.10
C 13.781 2.771 -13.929 0.04
C 14.452 1.908 -12.914 -0.40
O 15.604 1.873 -12.673 0.20
N 13.574 0.875 -12.225 0.06
H 13.699 0.990 -11.195 0.11
H 12.564 1.137 -12.343 0.11
C 13.816 -0.506 -12.680 0.01
H 14.547 3.124 -14.615 0.12
H 13.234 3.597 -13.480 0.10
H 13.123 2.146 -14.543 0.08
H 13.682 -0.508 -13.762 0.12
H 13.052 -1.155 -12.270 0.06
H 14.823 -0.806 -12.413 0.11
C 16.843 -0.627 -4.276 0.04
C 15.543 0.093 -4.254 -0.40
O 15.209 0.978 -3.559 0.21
N 14.481 -0.497 -5.173 0.06
H 13.792 0.211 -5.422 0.17
H 14.953 -0.727 -6.074 0.08
C 13.870 -1.710 -4.572 0.02
H 16.746 -1.691 -4.093 0.09
H 17.510 -0.184 -3.542 0.11
H 17.282 -0.410 -5.255 0.08
H 14.624 -2.460 -4.359 0.10
H 13.226 -2.166 -5.318 0.08
H 13.334 -1.366 -3.693 0.12
C 20.899 -3.438 -7.038 0.04
C 20.323 -2.815 -8.264 -0.40
O 19.808 -3.363 -9.176 0.17
N 20.411 -1.315 -8.276 0.08
H 21.291 -0.965 -7.892 0.19
H 20.388 -0.961 -9.289 0.09
C 19.162 -0.716 -7.694 0.02
H 21.966 -3.276 -6.886 0.11
H 20.754 -4.512 -7.125 0.11
H 20.338 -3.089 -6.166 0.09
H 18.375 -0.851 -8.433 0.08
H 19.320 0.349 -7.542 0.12
H 18.882 -1.191 -6.756 0.08
N 20.484 -0.382 -10.905 -0.29
S 19.118 -0.390 -11.732 0.49
O 18.451 -1.659 -11.749 -0.32
O 19.059 0.400 -12.904 -0.21
F 18.268 0.487 -10.705 -0.19
S 21.447 -1.282 -11.959 0.53
O 21.918 -0.593 -13.095 -0.19
O 21.055 -2.645 -12.052 -0.28
F 22.676 -1.269 -10.976 -0.15
N 10.717 0.929 -12.804 -0.31
S 10.012 -0.486 -12.756 0.46
O 10.673 -1.485 -13.526 -0.28
O 8.599 -0.510 -12.620 -0.26
F 10.514 -0.911 -11.263 -0.22
S 10.223 1.488 -14.292 0.51
O 8.825 1.590 -14.485 -0.22
O 11.093 1.100 -15.337 -0.23
F 10.645 3.008 -14.004 -0.19
N 13.846 0.566 -9.332 -0.31
S 15.335 0.158 -8.933 0.45
O 15.856 -0.969 -9.617 -0.24
O 15.662 0.360 -7.556 -0.26
F 16.070 1.346 -9.617 -0.13
S 13.068 -0.843 -8.988 0.52
O 13.203 -1.354 -7.677 -0.24
O 12.978 -1.685 -10.129 -0.27
F 11.626 -0.164 -8.985 -0.18
N 16.716 -3.424 -6.707 -0.55
O 17.672 -3.303 -5.958 0.02
O 15.952 -2.464 -6.949 -0.05
O 16.470 -4.541 -7.246 -0.09
```

The frontier orbital gap comes out at 8.54 eV. The charge is +4. The multiplicity is 1. For the maximum force, the calculation gives 0.0846 Eh/bohr. Its molar mass is 1195.23 Da.


DFT (ωB97M-V/def2-TZVPD) results for 6 unconnected molecules or ions with the total composition C33H40N6OSi.

Structure (XYZ):
```
81
Properties=species:S:1:pos:R:3:lowdin_charge:R:1
C 10.177 4.307 -1.879 -0.02
C 9.125 5.054 -2.194 -0.26
Si 7.463 5.958 -2.648 0.59
C 6.478 4.725 -3.734 -0.33
C 4.916 5.078 -3.927 -0.28
N 4.049 4.786 -2.743 -0.11
C 2.704 5.389 -3.031 -0.23
C 1.758 5.580 -1.734 -0.10
C 3.974 3.344 -2.422 -0.33
C 4.418 2.127 -3.375 -0.03
O 3.531 3.017 -1.253 -0.02
H 10.804 3.338 -1.771 0.05
H 6.790 6.371 -1.416 -0.05
H 7.887 7.157 -3.411 -0.05
H 6.959 4.753 -4.791 0.10
H 6.683 3.666 -3.313 0.07
H 4.866 6.199 -4.246 0.13
H 4.528 4.495 -4.864 0.12
H 2.204 4.769 -3.882 0.13
H 2.846 6.453 -3.486 0.12
H 0.823 4.898 -1.834 0.07
H 1.353 6.669 -1.643 0.08
H 2.266 5.258 -0.739 0.09
H 5.427 1.716 -2.959 0.10
H 4.539 2.402 -4.486 0.07
H 3.679 1.229 -3.348 0.10
C -1.344 0.901 -1.609 -0.08
C -2.167 1.467 -0.646 -0.10
C -1.601 2.344 0.267 -0.15
N -0.298 2.676 0.276 0.06
C 0.477 2.112 -0.667 -0.16
C 0.005 1.228 -1.625 -0.07
H -1.751 0.211 -2.342 0.10
H -3.224 1.233 -0.605 0.06
H -2.204 2.814 1.037 0.10
H 1.525 2.395 -0.636 0.07
H 0.675 0.805 -2.364 0.09
C -6.752 1.785 -3.986 -0.08
C -6.862 0.534 -3.393 -0.07
C -6.115 0.280 -2.254 -0.14
N -5.283 1.174 -1.689 0.06
C -5.194 2.376 -2.286 -0.15
C -5.902 2.728 -3.423 -0.08
H -7.322 2.022 -4.878 0.10
H -7.515 -0.225 -3.806 0.10
H -6.169 -0.680 -1.752 0.07
H -4.515 3.078 -1.811 0.10
H -5.792 3.713 -3.860 0.10
C -3.370 -4.418 -0.563 -0.08
C -2.886 -3.142 -0.306 -0.07
C -3.795 -2.098 -0.238 -0.14
N -5.120 -2.248 -0.409 0.04
C -5.561 -3.493 -0.659 -0.15
C -4.734 -4.602 -0.743 -0.08
H -2.690 -5.261 -0.623 0.10
H -1.828 -2.963 -0.162 0.10
H -3.466 -1.084 -0.036 0.09
H -6.634 -3.585 -0.795 0.10
H -5.145 -5.584 -0.944 0.10
C -0.949 -6.430 4.277 -0.08
C -2.298 -6.246 4.007 -0.07
C -2.785 -6.665 2.779 -0.16
N -2.023 -7.238 1.828 0.04
C -0.720 -7.402 2.117 -0.16
C -0.141 -7.020 3.316 -0.08
H -0.532 -6.115 5.228 0.07
H -2.957 -5.788 4.735 0.10
H -3.833 -6.546 2.523 0.10
H -0.128 -7.864 1.333 0.10
H 0.916 -7.178 3.494 0.10
C 1.265 -3.283 8.868 -0.08
C -0.116 -3.417 8.855 -0.07
C -0.716 -3.910 7.708 -0.14
N -0.038 -4.264 6.602 0.05
C 1.298 -4.122 6.642 -0.15
C 1.991 -3.642 7.741 -0.07
H 1.771 -2.901 9.748 0.11
H -0.713 -3.144 9.717 0.10
H -1.793 -4.036 7.650 0.10
H 1.821 -4.413 5.735 0.10
H 3.070 -3.551 7.717 0.10
```

As for the structure (SMILES): C#C[SiH2]CCN(CC)C(C)=O.c1ccncc1.c1ccncc1.c1ccncc1.c1ccncc1.c1ccncc1. The frontier orbital gap comes out at 9.81 eV. The charge is 0. The multiplicity is 1. For the maximum force, the calculation gives 0.1411 Eh/bohr. Its molar mass is 564.81 Da.


DFT (ωB97M-V/def2-TZVPD) results for C5H9NO2 in the gas phase.

Structure (XYZ):
```
17
Properties=species:S:1:pos:R:3:nbo_charge:R:1
C 0.581 1.927 0.019 -0.48
C 0.789 0.576 0.004 0.13
C 2.173 0.033 0.134 -0.13
O 2.111 -1.445 -0.312 -0.73
N -0.139 -0.406 -0.013 -0.65
C -1.525 -0.036 -0.020 0.69
C -2.532 -1.237 0.188 -0.72
O -1.764 1.132 -0.281 -0.57
H 1.359 2.630 0.185 0.19
H -0.476 2.328 0.476 0.24
H 3.170 0.342 -0.132 0.22
H 2.114 0.014 1.324 0.17
H 3.019 -1.413 0.201 0.47
H 0.259 -1.377 0.426 0.44
H -3.498 -0.823 0.067 0.24
H -2.355 -1.994 -0.744 0.24
H -2.307 -1.936 1.084 0.24
```

As for the structure (SMILES): C=C(CO)NC(C)=O. For the relative energy (zero: lowest compared OMol25 entry of this formula, charge and spin), the calculation gives 412.0 kJ/mol. The frontier orbital gap comes out at 8.66 eV. The charge is 0. The multiplicity is 1. For the maximum force, the calculation gives 0.1056 Eh/bohr. Its molar mass is 115.13 Da.